The following is a quantum chemistry calculation of a molecular structure, C24H16F5ORuS2 in a non-equilibrium geometry, from OMol25.

XYZ file:
```
49
Properties=species:S:1:pos:R:3:lowdin_spin:R:1
Ru 0.132 -0.312 0.103 0.10
C 0.826 -1.764 1.591 -0.02
C -0.530 -1.445 1.871 0.01
C -0.925 -0.093 2.013 0.00
C 0.051 0.938 1.903 0.02
C 1.415 0.617 1.665 0.00
C 1.794 -0.731 1.500 0.01
H 1.112 -2.787 1.391 0.00
H -1.281 -2.224 1.877 0.00
H -1.970 0.157 2.123 0.00
H -0.262 1.974 1.900 0.00
H 2.131 1.407 1.485 0.00
H 2.803 -0.971 1.189 0.00
F -2.572 2.838 -5.274 0.04
C -2.305 1.930 -4.378 0.11
C -1.731 2.317 -3.159 0.00
F -1.485 3.591 -2.927 -0.01
C -1.440 1.361 -2.226 0.06
F -0.927 1.766 -1.052 0.02
C -1.695 -0.007 -2.456 0.09
S -1.348 -1.244 -1.331 0.46
C -2.303 -0.358 -3.684 0.07
F -2.560 -1.623 -3.934 0.02
C -2.594 0.592 -4.639 -0.01
F -3.128 0.250 -5.791 -0.01
O 1.279 0.248 -1.469 0.02
S 2.691 0.839 -1.736 0.00
C 3.776 -0.554 -1.648 0.00
C 5.047 -0.309 -1.146 0.00
C 5.950 -1.362 -1.071 0.00
C 5.565 -2.630 -1.480 0.00
C 4.281 -2.862 -1.966 0.00
C 3.374 -1.821 -2.059 0.00
C 2.596 1.250 -3.450 0.00
C 1.887 0.458 -4.348 0.00
C 1.861 0.836 -5.678 0.00
C 2.539 1.980 -6.094 0.00
C 3.236 2.760 -5.185 0.00
C 3.263 2.401 -3.843 0.00
H 5.335 0.686 -0.828 0.00
H 6.948 -1.190 -0.694 0.00
H 6.269 -3.449 -1.421 0.00
H 3.994 -3.857 -2.281 0.00
H 2.374 -1.991 -2.435 0.00
H 1.364 -0.426 -4.012 0.00
H 1.324 0.234 -6.399 0.00
H 2.520 2.262 -7.138 0.00
H 3.754 3.650 -5.513 0.00
H 3.793 3.009 -3.121 0.00
```

Charge: +2
Lowest unoccupied orbital energy (alpha / beta) in eV: -7.7 / -9.3
Orbital gap (alpha / beta) in eV: 7.40 / 5.71
E in hartree: -2389.3559
Maximum force in eV/Å: 2.01
Spin multiplicity: 2

***

The following is a quantum chemistry calculation of a molecular structure, C24H16IrN10 in a non-equilibrium geometry, from OMol25.

XYZ file:
```
51
Properties=species:S:1:pos:R:3:nbo_charge:R:1
Ir 0.161 -1.710 2.237 0.52
N 0.897 -3.873 4.874 -0.58
C 0.211 -4.391 3.819 0.45
N -0.172 -5.658 3.703 -0.39
N -0.805 -5.701 2.540 -0.10
N -0.808 -4.560 1.971 -0.13
N -0.177 -3.671 2.742 -0.45
C 1.293 -2.576 4.949 0.44
N 1.995 -2.083 5.959 -0.39
N 2.169 -0.806 5.658 -0.11
N 1.625 -0.509 4.546 -0.11
N 1.044 -1.601 4.025 -0.42
H 1.178 -4.497 5.614 0.42
C 0.562 0.111 1.596 -0.01
C 0.746 1.144 0.950 -0.20
C 0.921 2.173 0.030 -0.04
C 0.557 1.798 -1.331 -0.05
C 1.370 2.110 -2.424 -0.20
C 1.003 1.728 -3.700 -0.22
C -0.185 1.050 -3.916 -0.24
C -0.991 0.719 -2.838 -0.15
C -0.616 1.071 -1.559 -0.21
C 1.419 3.468 0.352 -0.01
C 1.355 4.540 -0.563 -0.21
C 1.809 5.792 -0.222 -0.23
C 2.335 6.035 1.039 -0.21
C 2.396 4.996 1.959 -0.22
C 1.945 3.737 1.632 -0.17
H 2.313 2.614 -2.270 0.22
H 1.649 1.966 -4.533 0.21
H -0.472 0.762 -4.918 0.21
H -1.912 0.181 -3.002 0.20
H -1.228 0.803 -0.711 0.23
H 0.911 4.383 -1.536 0.22
H 1.744 6.600 -0.938 0.21
H 2.684 7.024 1.302 0.21
H 2.804 5.180 2.941 0.21
H 1.983 2.935 2.353 0.24
N -0.793 -2.093 0.630 -0.26
C -1.272 -2.088 -0.459 0.31
C -1.953 -2.196 -1.617 -0.16
C -3.346 -1.829 -1.652 -0.16
C -4.103 -2.103 -2.750 -0.21
C -3.544 -2.706 -3.884 -0.21
C -2.175 -3.001 -3.894 -0.17
C -1.381 -2.740 -2.818 -0.17
H -3.771 -1.345 -0.786 0.23
H -5.158 -1.854 -2.743 0.21
H -4.163 -2.940 -4.736 0.21
H -1.734 -3.447 -4.776 0.21
H -0.321 -2.945 -2.843 0.23
```

Charge: -1
Lowest unoccupied orbital energy (alpha / beta) in eV: 1.0 / 1.0
Orbital gap (alpha / beta) in eV: 5.42 / 5.41
E in hartree: -1576.0185
Maximum force in eV/Å: 7.44

***

The following is a quantum chemistry calculation of a molecular structure, C24H16N4O3SSeZr, from OMol25.

XYZ file:
```
50
Properties=species:S:1:pos:R:3:nbo_charge:R:1
Zr -0.074 -0.312 -0.250 2.23
O 2.150 3.469 -1.079 -0.66
C 1.973 4.096 0.115 0.44
C 2.327 5.440 0.242 -0.31
C 2.166 6.105 1.437 -0.16
C 1.648 5.436 2.543 -0.26
C 1.287 4.113 2.414 -0.12
C 1.433 3.415 1.209 -0.24
C 0.937 2.029 1.145 0.61
O 1.121 1.331 0.033 -0.82
N 0.329 1.525 2.180 -0.38
N -0.026 0.216 1.880 -0.42
C -0.297 -0.615 2.813 0.18
C -0.402 -2.050 2.554 -0.22
C -1.048 -2.851 3.505 -0.14
C -1.109 -4.221 3.360 -0.26
C -0.481 -4.815 2.266 -0.16
C 0.192 -4.057 1.329 -0.29
C 0.222 -2.669 1.448 0.44
O 0.849 -1.928 0.516 -0.84
H 2.233 4.150 -1.755 0.48
H 2.730 5.952 -0.624 0.21
H 2.445 7.148 1.507 0.21
H 1.518 5.945 3.487 0.22
H 0.863 3.584 3.256 0.23
H -0.373 -0.250 3.837 0.21
H -1.508 -2.371 4.360 0.21
H -1.625 -4.826 4.092 0.22
H -0.515 -5.890 2.148 0.22
H 0.684 -4.510 0.479 0.23
S -2.812 -3.346 -2.495 0.43
C -3.610 -3.253 -0.994 -0.40
C -3.002 -2.370 -0.148 -0.27
C -1.853 -1.731 -0.694 -0.47
C -1.642 -2.190 -1.985 -0.32
C -0.604 -1.725 -2.918 0.25
C -0.486 -2.188 -4.230 -0.24
C 0.492 -1.672 -5.051 -0.12
C 1.358 -0.690 -4.576 -0.27
C 1.203 -0.277 -3.274 0.09
N 0.257 -0.784 -2.470 -0.60
H -4.486 -3.853 -0.809 0.24
H -3.369 -2.187 0.853 0.23
H -1.166 -2.942 -4.601 0.23
H 0.580 -2.030 -6.068 0.23
H 2.128 -0.255 -5.194 0.23
H 1.834 0.486 -2.831 0.23
Se -2.173 1.343 -0.744 -0.17
C -1.382 3.018 -1.021 0.06
N -0.915 4.057 -1.201 -0.42
```

Charge: 0
Lowest unoccupied orbital energy in eV: -0.7
Orbital gap in eV: 7.57
E in hartree: -4215.7047
Maximum force in eV/Å: 0.78

***

The following is a quantum chemistry calculation of a molecular structure, C24H17AsBrRhSbSe4 in a non-equilibrium geometry, from OMol25.

XYZ file:
```
49
Properties=species:S:1:pos:R:3:nbo_charge:R:1
Rh 1.973 0.885 -0.751 0.55
Se 5.392 4.344 -3.108 -0.69
Sb 4.614 3.397 -1.011 0.99
Se 4.669 0.831 -0.855 -0.14
Se 1.998 3.179 -0.983 -0.48
Se 5.401 4.429 1.044 -0.67
C -5.465 1.011 -1.203 -0.23
C -4.676 2.120 -1.467 -0.20
C -3.298 2.012 -1.422 -0.24
C -2.695 0.805 -1.095 -0.26
C -3.487 -0.302 -0.833 -0.18
C -4.867 -0.196 -0.887 -0.23
As -0.667 0.758 -1.073 0.89
C -0.504 -0.852 -0.011 -0.33
C -0.447 -2.155 -0.479 -0.22
C -0.341 -3.207 0.410 -0.20
C -0.283 -2.961 1.775 -0.21
C -0.328 -1.665 2.256 -0.22
C -0.434 -0.596 1.372 0.01
C -0.496 0.819 1.733 -0.12
C -0.472 1.341 3.024 -0.19
C -0.566 2.706 3.225 -0.20
C -0.701 3.566 2.146 -0.22
C -0.732 3.061 0.858 -0.15
C -0.619 1.696 0.639 -0.30
H -6.544 1.088 -1.249 0.21
H -5.139 3.066 -1.712 0.21
H -2.676 2.878 -1.635 0.21
H -3.029 -1.249 -0.575 0.21
H -5.478 -1.065 -0.682 0.21
H -0.487 -2.343 -1.546 0.22
H -0.303 -4.222 0.046 0.21
H -0.201 -3.785 2.469 0.21
H -0.278 -1.486 3.321 0.21
H -0.379 0.679 3.874 0.20
H -0.530 3.102 4.229 0.21
H -0.774 4.630 2.311 0.21
H -0.840 3.738 0.017 0.21
Br 4.062 -5.548 -1.203 0.00
C 3.408 -3.743 -1.143 -0.11
C 3.127 -3.172 0.084 -0.19
C 2.668 -1.866 0.117 -0.28
C 2.463 -1.131 -1.054 -0.29
C 2.783 -1.738 -2.269 -0.26
C 3.248 -3.043 -2.324 -0.25
H 3.272 -3.731 0.998 0.21
H 2.474 -1.406 1.084 0.21
H 2.685 -1.174 -3.191 0.21
H 3.497 -3.504 -3.272 0.22
```

Charge: -1
Lowest unoccupied orbital energy (alpha / beta) in eV: 2.1 / -0.1
Orbital gap (alpha / beta) in eV: 6.46 / 4.66
E in hartree: -15691.0930
Maximum force in eV/Å: 1.73
Spin multiplicity: 5